Record 1
C23H23InN7O3S | ωB97M-V/def2-TZVPD

Last column: Mulliken charge in e.
Positions of all 58 atoms, in Å:
In -0.04 -0.42 -0.18  0.84
N -1.57 -1.25 -1.40  -0.49
C -1.44 -1.53 -2.69  0.13
C -0.54 -0.89 -3.62  0.50
C -0.62 -1.12 -4.97  -0.58
C -1.60 -1.98 -5.48  -0.42
C -2.45 -2.67 -4.61  -0.52
C -2.34 -2.50 -3.25  -0.34
H 0.22 -0.23 -3.22  0.05
H 0.07 -0.62 -5.64  0.40
H -1.68 -2.13 -6.55  0.39
H -3.17 -3.37 -5.01  0.37
H -2.99 -3.03 -2.56  0.44
O 5.73 -2.83 -5.86  -0.54
C 6.25 -1.57 -5.50  -0.49
N 5.25 -0.65 -4.99  -0.16
C 4.79 -0.81 -3.73  0.29
O 5.22 -1.66 -2.97  -0.66
C 3.71 0.14 -3.27  0.48
C 3.37 1.32 -3.91  -0.28
C 2.37 2.11 -3.38  -0.96
C 1.73 1.69 -2.22  -0.16
N 2.05 0.54 -1.60  -0.19
C 3.02 -0.20 -2.12  -0.53
H 5.54 -3.31 -5.05  0.35
H 6.69 -1.14 -6.39  0.36
H 7.02 -1.67 -4.73  0.35
H 4.71 -0.13 -5.66  0.25
H 3.89 1.65 -4.80  0.46
H 2.08 3.04 -3.84  0.45
H 0.95 2.29 -1.77  0.37
H 3.28 -1.12 -1.60  0.51
S 1.17 1.47 1.42  -0.36
C 0.22 1.67 2.81  0.11
N 0.55 0.96 3.93  0.04
C -0.11 1.07 5.10  -0.11
C -1.16 1.91 5.20  -0.61
C -1.49 2.62 4.03  0.03
N -0.85 2.50 2.88  -0.39
H 1.36 0.36 3.85  0.27
H 0.24 0.45 5.92  0.45
H -1.72 2.02 6.11  0.40
H -2.32 3.31 4.03  0.50
N -5.72 1.11 4.52  -0.36
C -4.54 0.48 4.77  0.17
O -4.14 0.23 5.89  -0.60
C -3.68 0.15 3.57  1.07
C -2.81 -0.92 3.69  -0.61
C -1.92 -1.17 2.66  -0.61
N -1.85 -0.40 1.57  -0.16
C -2.72 0.60 1.44  -0.16
C -3.66 0.91 2.41  -0.84
H -6.32 1.29 5.30  0.26
H -6.11 1.17 3.59  0.20
H -2.82 -1.53 4.59  0.52
H -1.22 -2.00 2.71  0.47
H -2.65 1.20 0.54  0.31
H -4.31 1.76 2.28  0.35

Computed properties:
energy relative to the best compared isomer or geometry (same formula, charge and spin): 385.54 kJ/mol
total charge: +1
total energy: -2087.35769 hartree
Kohn-Sham gap (alpha / beta): 6.1 / 5.6 eV
max |F|: 0.64 eV/Å
highest occupied orbital energy (alpha / beta): -10.067 / -9.356 eV
spin multiplicity: 1

Record 2
C48H39CdI2N3O5P2S | ωB97M-V/def2-TZVPD

Last column: Mulliken charge in e.
Positions of all 101 atoms, in Å:
Cd -0.70 -0.63 0.01  3.68
C -1.87 0.53 -2.89  -1.44
P -0.31 -0.47 -2.58  0.89
C -0.19 -1.24 -4.23  0.98
C 0.84 -0.97 -5.13  -0.60
C 0.89 -1.61 -6.35  -0.70
C -0.06 -2.54 -6.70  -0.52
C -1.08 -2.84 -5.80  -0.70
C -1.15 -2.19 -4.58  -0.50
C 0.94 0.88 -2.69  0.65
C 1.90 0.94 -1.68  -0.91
C 2.89 1.91 -1.69  -0.30
C 2.93 2.85 -2.70  -0.73
C 1.98 2.80 -3.71  -0.95
C 0.99 1.83 -3.70  0.10
C -2.09 1.49 -1.77  0.07
C -2.74 2.72 -1.76  -1.42
C -2.68 3.19 -0.43  -1.25
C -2.01 2.23 0.30  -0.29
C -1.52 2.22 1.72  -1.14
P 0.30 1.84 1.52  1.36
C 1.15 2.02 3.13  0.33
C 2.48 2.46 3.08  -0.28
C 3.27 2.50 4.21  -0.77
C 2.74 2.08 5.43  -0.45
C 1.44 1.62 5.49  -0.67
C 0.65 1.58 4.35  -0.44
C 0.58 3.59 0.93  0.29
C 0.44 3.82 -0.44  -0.08
C 0.45 5.11 -0.94  -1.11
C 0.57 6.20 -0.09  -0.80
C 0.69 5.98 1.28  -0.71
C 0.69 4.68 1.78  -0.98
N -1.64 1.20 -0.52  1.11
H -2.67 -0.23 -2.92  0.66
H -1.87 1.04 -3.86  0.60
H 1.62 -0.27 -4.86  0.40
H 1.70 -1.38 -7.04  0.38
H -0.01 -3.05 -7.66  0.34
H -1.81 -3.60 -6.05  0.41
H -1.91 -2.45 -3.86  0.36
H 1.86 0.20 -0.89  0.17
H 3.62 1.93 -0.89  0.44
H 3.69 3.62 -2.71  0.35
H 2.01 3.53 -4.51  0.39
H 0.25 1.81 -4.50  0.41
H -3.18 3.22 -2.61  0.43
H -3.06 4.13 -0.06  0.47
H -2.00 1.43 2.31  0.62
H -1.67 3.19 2.20  0.55
H 2.88 2.76 2.12  0.41
H 4.29 2.84 4.15  0.38
H 3.36 2.10 6.32  0.34
H 1.03 1.28 6.43  0.40
H -0.35 1.15 4.40  0.13
H 0.32 2.98 -1.11  0.59
H 0.33 5.27 -2.00  0.48
H 0.57 7.21 -0.48  0.36
H 0.76 6.82 1.96  0.40
H 0.75 4.54 2.85  0.34
I 2.43 -4.53 -3.94  -0.08
C 2.77 -4.12 -1.90  -0.42
C 3.47 -5.02 -1.13  -0.48
C 3.74 -4.73 0.19  -0.06
I 4.90 -6.13 1.28  -0.09
C 3.28 -3.55 0.79  1.35
C 3.54 -3.17 2.12  -1.03
C 3.03 -2.00 2.61  -1.42
C 2.21 -1.23 1.79  -0.40
N 1.93 -1.55 0.55  0.50
C 2.48 -2.65 0.00  -0.40
C 2.27 -2.88 -1.43  -0.36
O 1.75 -2.03 -2.18  -0.33
H 3.82 -5.94 -1.57  0.33
H 4.16 -3.81 2.74  0.13
H 3.24 -1.68 3.62  0.58
H 1.75 -0.33 2.18  0.37
C 0.77 -7.46 2.38  -1.29
C -0.02 -6.36 1.73  0.97
C -1.16 -6.63 0.98  -0.98
C -1.90 -5.61 0.42  -1.08
C -1.50 -4.29 0.60  -0.38
C -0.36 -4.00 1.33  0.37
C 0.37 -5.04 1.89  -0.76
S -2.55 -2.97 -0.08  1.13
O -2.05 -2.70 -1.42  -0.43
O -3.89 -3.54 -0.03  -0.88
N -2.36 -1.67 0.77  -0.55
C -2.62 -1.69 2.19  -0.97
C -1.52 -0.92 2.97  0.01
O -1.73 -0.70 4.17  -0.80
O -0.49 -0.57 2.33  -0.36
H 0.33 -8.44 2.16  0.37
H 0.79 -7.33 3.46  0.31
H 1.80 -7.46 2.03  0.17
H -1.47 -7.66 0.84  0.30
H -2.80 -5.80 -0.14  0.45
H -0.07 -2.97 1.49  0.15
H 1.26 -4.81 2.47  0.59
H -2.67 -2.72 2.58  0.51
H -3.58 -1.20 2.41  0.39

Computed properties:
energy relative to the best compared isomer or geometry (same formula, charge and spin): 0.00 kJ/mol
total charge: -2
total energy: -4237.18191 hartree
Kohn-Sham gap: 5.7 eV
max |F|: 1.55 eV/Å
highest occupied orbital energy: -2.320 eV
spin multiplicity: 1

Record 3
C25H24Cl3CrN6OPS3Si | ωB97M-V/def2-TZVPD

Last column: Mulliken charge in e.
Positions of all 65 atoms, in Å:
Cr 0.69 -0.39 -0.09  0.94
C 2.84 3.23 3.49  -0.83
N 2.33 1.97 2.96  0.18
C 2.32 0.77 3.63  -0.58
C 1.76 -0.14 2.78  -0.87
N 1.44 0.49 1.61  0.80
C 1.79 1.76 1.74  -0.30
P 1.47 3.04 0.49  -0.41
C -0.27 2.60 0.22  -0.26
N -0.69 1.37 -0.01  0.92
C -2.05 1.45 -0.15  -0.64
C -2.44 2.75 0.02  -0.89
N -1.30 3.47 0.25  0.23
C -1.24 4.90 0.48  -0.79
C 2.10 2.15 -0.97  -0.29
N 1.79 0.89 -1.27  0.87
C 2.40 0.61 -2.46  -0.88
C 3.08 1.71 -2.88  -0.59
N 2.89 2.67 -1.93  0.15
C 3.45 4.02 -1.96  -0.82
H 3.22 3.04 4.49  0.33
H 2.04 3.96 3.55  0.32
H 3.64 3.60 2.86  0.33
H 2.71 0.68 4.62  0.45
H 1.61 -1.20 2.92  0.46
H -2.66 0.59 -0.36  0.48
H -3.41 3.21 -0.01  0.45
H -2.25 5.30 0.42  0.32
H -0.62 5.38 -0.27  0.32
H -0.84 5.11 1.48  0.31
H 2.34 -0.37 -2.92  0.51
H 3.68 1.88 -3.75  0.47
H 4.05 4.11 -2.87  0.33
H 4.09 4.18 -1.10  0.33
H 2.66 4.76 -1.98  0.32
Cl 3.05 -2.92 -1.82  -0.31
Si 2.54 -1.93 -0.07  0.60
Cl 2.35 -3.43 1.35  -0.33
Cl 4.31 -0.89 0.43  -0.33
O -0.51 -1.60 -0.29  -0.35
C -1.68 -2.40 -0.34  4.28
C -1.23 -3.79 -0.73  -0.80
C -0.36 -4.09 -1.73  -0.63
C -0.24 -5.49 -1.95  -0.88
C -1.04 -6.21 -1.12  -0.58
S -1.93 -5.21 -0.06  -0.07
C -2.28 -2.39 1.04  -0.86
C -1.66 -2.87 2.16  -0.68
C -2.40 -2.62 3.34  -0.95
C -3.56 -1.96 3.09  -0.47
S -3.77 -1.63 1.43  -0.03
C -2.59 -1.85 -1.41  -1.05
C -2.25 -0.96 -2.38  -0.54
C -3.29 -0.75 -3.32  -0.72
C -4.39 -1.49 -3.04  -0.66
S -4.17 -2.47 -1.66  0.01
H 0.17 -3.34 -2.31  0.65
H 0.42 -5.93 -2.68  0.44
H -1.15 -7.28 -1.06  0.49
H -0.71 -3.38 2.13  0.70
H -2.10 -2.95 4.32  0.45
H -4.33 -1.67 3.79  0.50
H -1.28 -0.47 -2.43  0.53
H -3.22 -0.07 -4.16  0.44
H -5.32 -1.53 -3.58  0.52

Computed properties:
energy relative to the best compared isomer or geometry (same formula, charge and spin): 3.24 kJ/mol
total charge: +1
total energy: -5621.28187 hartree
Kohn-Sham gap (alpha / beta): 7.2 / 7.5 eV
max |F|: 0.39 eV/Å
highest occupied orbital energy (alpha / beta): -10.416 / -10.416 eV
spin multiplicity: 2

Record 4
C32H61BINO11S2 | ωB97M-V/def2-TZVPD

Last column: Mulliken charge in e.
Positions of all 109 atoms, in Å:
C 6.47 2.98 2.51  -0.70
C 5.41 1.93 2.55  -0.49
C 4.86 1.04 1.28  0.85
C 4.63 -0.59 1.50  -0.19
O 4.96 -1.10 2.87  -0.50
C 4.05 -1.59 0.29  -0.03
C 3.79 -3.22 0.51  -0.47
C 4.95 -3.97 1.41  -0.38
C 4.39 -4.74 2.75  -0.65
S 3.19 -3.75 3.78  -0.23
C 3.66 -0.94 -1.20  -0.09
C 3.89 0.67 -1.35  0.55
C 4.48 1.69 -0.19  -0.17
C 4.69 3.31 -0.37  -0.69
C 3.61 4.13 0.58  -0.49
C 2.04 3.70 0.31  0.03
C 1.19 3.34 1.67  -0.80
C 1.85 2.15 2.60  0.76
C 0.81 1.62 3.80  -0.35
C 0.49 -0.01 3.61  -0.36
O -0.79 -0.11 2.87  -0.35
C -0.58 -0.88 1.64  0.02
S 3.42 1.49 -3.01  -0.30
C 3.44 0.06 -4.22  0.51
C 3.60 0.46 -5.82  0.00
B 3.70 1.99 -6.41  0.47
O 4.63 2.23 -7.57  -0.50
O 2.89 3.15 -5.90  -0.49
C 3.63 -0.77 -6.95  -0.39
C 3.54 -2.33 -6.40  -0.42
C 3.37 -2.68 -4.78  -0.59
C 3.29 -1.46 -3.64  0.21
N 3.10 -1.90 -2.21  -0.34
I 1.05 -2.12 -1.94  0.21
H 6.09 4.11 2.55  0.22
H 7.63 2.77 2.48  0.23
H 4.92 1.71 3.61  0.27
H 5.97 -1.04 2.92  0.32
H 2.70 -3.30 0.97  0.20
H 3.73 -3.82 -0.52  0.18
H 5.86 -3.25 1.69  0.23
H 5.44 -4.81 0.72  0.34
H 5.35 -4.93 3.44  0.32
H 3.97 -5.83 2.53  0.30
H 3.82 -3.02 4.80  0.11
H 5.82 3.62 -0.13  0.33
H 4.49 3.70 -1.47  0.24
H 3.88 4.12 1.73  0.20
H 3.69 5.27 0.24  0.40
H 1.48 4.61 -0.22  0.09
H 1.92 2.78 -0.42  0.02
H 0.11 3.00 1.36  0.15
H 1.16 4.34 2.31  0.17
H 2.76 2.63 3.19  0.04
H 2.16 1.19 2.00  -0.48
H -0.20 2.21 3.82  0.03
H 1.33 1.72 4.86  0.32
H 1.36 -0.60 3.11  0.16
H 0.29 -0.54 4.66  0.30
H -1.48 -0.64 0.91  -0.15
H -0.55 -2.03 1.84  0.27
H 0.46 -0.60 1.13  0.01
H 5.54 2.14 -7.15  0.31
H 3.55 3.91 -5.85  0.31
H 3.71 -0.56 -8.12  0.29
H 3.57 -3.23 -7.18  0.25
H 3.30 -3.83 -4.47  0.30
C -4.66 -1.26 -0.51  -0.55
O -3.73 -0.19 -0.53  -0.38
H -4.86 -1.58 -1.53  0.22
H -4.25 -2.09 0.06  0.34
H -5.59 -0.91 -0.05  0.19
H -3.57 0.07 0.39  0.17
C -2.43 0.50 -3.42  -0.25
O -1.62 -0.18 -4.36  -0.54
H -3.26 -0.16 -3.12  0.01
H -1.84 0.75 -2.53  0.18
H -2.84 1.41 -3.87  0.30
H -0.90 0.43 -4.60  0.28
C -8.00 -2.90 -2.04  -0.60
O -7.67 -3.51 -0.81  -0.45
H -9.08 -2.75 -2.08  0.25
H -7.49 -1.94 -2.12  0.25
H -7.69 -3.55 -2.86  0.28
H -6.70 -3.63 -0.80  0.27
C -1.34 5.58 -0.97  -0.70
O -1.36 4.20 -0.64  -0.35
H -0.87 6.13 -0.16  0.22
H -0.77 5.72 -1.89  0.31
H -2.36 5.94 -1.11  0.31
H -1.79 3.73 -1.38  0.25
C -7.34 -1.12 2.36  -0.35
O -6.13 -0.38 2.41  -0.40
H -7.44 -1.57 1.37  -0.01
H -7.31 -1.92 3.11  0.26
H -8.18 -0.46 2.55  0.28
H -6.07 0.00 3.30  0.26
C -10.14 -5.32 1.62  -0.49
O -9.33 -5.99 0.68  -0.50
H -10.97 -5.97 1.91  0.23
H -9.55 -5.07 2.50  0.23
H -10.55 -4.41 1.17  0.22
H -8.61 -5.39 0.43  0.30
C -3.13 2.38 3.48  -0.39
O -3.96 1.28 3.79  -0.46
H -3.74 3.19 3.06  0.35
H -2.63 2.74 4.39  0.25
H -2.38 2.07 2.74  0.00
H -3.39 0.59 4.16  0.30

Computed properties:
total energy: -3256.20479 hartree
Kohn-Sham gap: 6.2 eV
max |F|: 5.00 eV/Å
highest occupied orbital energy: -7.585 eV
spin multiplicity: 1

Record 5
C11H7MnNO7S3Te | ωB97M-V/def2-TZVPD

Last column: Mulliken charge in e.
Positions of all 31 atoms, in Å:
Mn -0.17 0.12 -1.14  0.15
O 0.85 -1.40 -1.08  -0.44
S 2.15 -0.64 -1.13  1.75
O 3.11 -1.20 -2.01  -0.65
O 1.69 0.73 -1.46  -0.52
C 2.85 -0.63 0.50  0.40
C 4.24 -0.76 0.54  -0.64
C 4.89 -0.76 1.76  -0.58
C 4.17 -0.63 2.93  -0.57
C 2.80 -0.49 2.90  -0.65
C 2.13 -0.49 1.68  -0.08
S 0.35 -0.34 1.76  1.64
O -0.19 -1.65 1.46  -0.65
O 0.04 0.19 3.05  -0.74
O -0.01 0.66 0.68  -0.39
H 4.77 -0.86 -0.39  0.50
H 5.97 -0.86 1.78  0.40
H 4.68 -0.64 3.89  0.40
H 2.21 -0.36 3.80  0.51
Te -2.07 -1.43 -0.63  0.63
C -3.89 -0.55 -1.17  -0.18
C -4.10 0.71 -1.68  0.18
C -5.46 1.00 -1.89  -0.77
C -6.28 -0.03 -1.53  -0.31
S -5.40 -1.37 -0.92  -0.11
H -3.27 1.37 -1.89  0.25
H -5.82 1.93 -2.30  0.38
H -7.35 -0.08 -1.59  0.39
O -0.97 3.98 -2.18  -0.50
C -0.95 2.83 -1.96  0.78
N -0.97 1.65 -1.76  -0.58

Computed properties:
total energy: -3618.36610 hartree
Kohn-Sham gap (alpha / beta): 7.4 / 7.2 eV
max |F|: 2.72 eV/Å
highest occupied orbital energy (alpha / beta): -8.924 / -9.851 eV
spin multiplicity: 4

Record 6
CH3AlFO | ωB97M-V/def2-TZVPD

Last column: Mulliken charge in e.
Positions of all 7 atoms, in Å:
F 0.34 1.66 0.10  -0.14
O -0.09 -0.90 0.25  0.04
Al 1.03 0.18 0.28  0.79
C -1.60 -0.47 0.03  -0.59
H -2.35 -1.25 -0.18  0.29
H -1.67 -0.02 -0.98  0.30
H -2.02 -0.19 1.01  0.31

Computed properties:
energy relative to the best compared isomer or geometry (same formula, charge and spin): 7.12 kJ/mol
total charge: +1
total energy: -457.12756 hartree
Kohn-Sham gap: 7.2 eV
max |F|: 5.71 eV/Å
highest occupied orbital energy: -16.223 eV
spin multiplicity: 1

Record 7
C13H19IrN6OP | ωB97M-V/def2-TZVPD

Last column: Mulliken charge in e.
Positions of all 41 atoms, in Å:
Ir -0.28 0.34 0.09  1.73
C 1.40 1.12 5.23  -0.70
N 0.62 0.62 4.07  0.14
C -0.43 -0.23 4.17  -0.43
C -0.90 -0.45 2.90  -0.07
N -0.12 0.28 2.05  -0.43
C 0.81 0.94 2.78  0.23
P 2.03 2.11 2.10  -0.10
C 2.61 0.86 0.84  -0.04
N 1.74 0.13 0.06  -0.29
C 2.46 -0.67 -0.73  -0.23
C 3.85 -0.44 -0.43  -0.22
N 3.89 0.49 0.52  0.13
C 5.14 1.03 1.15  -0.72
C 0.91 2.92 0.90  0.24
N -0.01 2.28 0.14  -0.46
C -0.72 3.21 -0.56  -0.21
C -0.21 4.44 -0.24  -0.31
N 0.79 4.24 0.66  0.14
C 1.59 5.33 1.26  -0.72
H 0.92 0.75 6.13  0.33
H 2.42 0.74 5.18  0.35
H 1.37 2.21 5.24  0.36
H -0.78 -0.61 5.12  0.51
H -1.74 -1.06 2.59  0.37
H 2.06 -1.36 -1.45  0.44
H 4.73 -0.91 -0.86  0.48
H 5.99 0.62 0.62  0.34
H 5.13 2.12 1.05  0.34
H 5.16 0.73 2.20  0.34
H -1.54 2.97 -1.22  0.45
H -0.50 5.42 -0.57  0.52
H 1.04 6.26 1.13  0.33
H 1.72 5.15 2.32  0.38
H 2.55 5.40 0.74  0.35
C -3.37 -0.90 -0.06  -0.36
O -2.27 0.02 -0.54  -0.37
H -3.40 -1.74 -0.75  0.33
H -4.29 -0.31 -0.06  0.30
H -3.10 -1.20 0.94  0.15
H -2.54 0.33 -1.42  0.38

Computed properties:
total charge: +4
total energy: -1354.49510 hartree
Kohn-Sham gap (alpha / beta): 6.6 / 2.6 eV
max |F|: 2.73 eV/Å
highest occupied orbital energy (alpha / beta): -21.977 / -21.457 eV
spin multiplicity: 2

Record 8
C2H3F5N2S | ωB97M-V/def2-TZVPD

Last column: Mulliken charge in e.
Positions of all 13 atoms, in Å:
C -0.14 -0.54 1.48  0.75
C -0.45 0.68 0.62  0.44
N -0.99 -0.91 -1.61  -0.59
N 1.29 0.23 -1.37  -0.42
F -1.25 -1.39 1.46  -0.25
F 0.05 -0.22 2.75  -0.23
F 0.91 -1.24 1.08  -0.20
F 0.88 1.63 0.88  -0.43
F -1.47 1.43 0.95  -0.22
S -0.37 0.52 -1.39  0.38
H -1.92 -0.89 -1.66  0.24
H 1.68 -0.32 -2.18  0.27
H 1.78 1.04 -1.00  0.25

Computed properties:
energy relative to the best compared isomer or geometry (same formula, charge and spin): 50.22 kJ/mol
total energy: -1084.92663 hartree
Kohn-Sham gap: 9.5 eV
max |F|: 5.24 eV/Å
highest occupied orbital energy: -9.183 eV
spin multiplicity: 1

- Among the records above, which one has the highest total energy?
  CH3AlFO

- What is the max |F| in the third record?
  0.39 eV/Å

- The highest total energy belongs to which entry?
  CH3AlFO